Record 1
DFT (wB97M-V/def2-TZVPD) results for C28H32N2O6 as an isolated structure at a distorted geometry.

Geometry as XYZ:
```
68
Properties=species:S:1:pos:R:3
C -8.099 -1.984 -1.093
C -6.740 -1.895 -0.793
C -5.939 -0.526 -0.857
H -5.954 -0.240 0.163
O -4.782 -1.099 -1.485
C -3.936 -0.024 -1.348
C -2.711 -0.444 -1.706
C -1.601 0.602 -2.012
C -1.828 1.919 -1.559
C -3.012 2.246 -1.088
C -4.152 1.587 -1.010
H -5.165 1.821 -0.793
H -3.193 3.134 -0.892
C -0.650 2.940 -1.289
C 0.467 2.552 -0.763
C 1.323 3.586 -0.154
O 1.402 4.612 -0.639
C 2.298 2.985 0.842
O 3.345 3.700 1.280
N 1.915 1.802 1.063
C 2.542 0.866 1.791
C 3.277 -0.141 1.356
H 3.854 -0.729 2.036
C 4.417 0.397 0.453
N 5.316 -0.437 -0.653
C 4.717 -1.427 -1.382
C 5.700 -2.357 -2.214
O 6.577 -2.788 -1.435
C 7.101 -2.180 -0.330
C 6.197 -1.459 0.514
H 6.695 -0.660 1.099
H 5.555 -2.201 0.878
H 7.836 -2.774 0.173
H 7.792 -1.526 -0.965
H 5.189 -2.929 -2.913
H 6.321 -1.223 -2.726
H 4.043 -0.817 -2.191
H 3.993 -2.188 -0.619
H 3.989 1.013 -0.470
H 5.020 1.122 0.964
H 2.804 -0.956 0.788
H 3.114 1.571 2.721
H 1.728 0.384 2.562
C 0.810 1.164 0.118
C -0.395 0.763 0.790
C -0.457 -0.702 0.707
C -1.664 -1.278 1.351
C -2.451 -0.498 2.098
C -2.193 1.074 2.163
C -1.221 1.564 1.725
H -0.804 2.584 1.779
H -2.834 1.640 2.829
O -3.572 -0.682 2.515
C -4.146 -2.138 2.463
H -5.077 -2.190 2.947
H -3.507 -2.705 3.022
H -4.327 -2.307 1.221
H -2.055 -2.205 1.210
H 0.040 -1.185 0.138
H 1.393 0.538 -0.319
O -0.827 3.996 -1.888
H -0.072 4.644 -1.460
H -0.563 0.282 -2.317
H -2.635 -1.365 -2.095
H -6.571 0.017 -1.429
H -6.315 -2.816 -0.374
H -8.683 -3.013 -1.057
H -8.636 -1.017 -1.441
```

Values from the calculation:
Highest occupied orbital energy, eV: -7.9
Total energy, eV: -44797.8928
Charge: 0
Orbital gap, eV: 8.0
Energy relative to the best compared isomer or geometry (same formula, charge and spin), kJ/mol: 2182.5

***

Record 2
DFT (wB97M-V/def2-TZVPD) results for C2HAlO3 as an isolated structure at a distorted geometry.

Geometry as XYZ:
```
7
Properties=species:S:1:pos:R:3
O -0.406 -0.998 0.154
H -0.833 -1.864 0.009
O -2.996 1.558 0.025
O -4.184 0.911 0.367
C -2.034 0.782 -0.178
C -1.088 -0.006 -0.230
Al -5.279 1.935 0.380
```

Values from the calculation:
Spin multiplicity: 2
Highest occupied orbital energy (alpha / beta), eV: -25.2 / -25.6
Total energy, eV: -14780.1228
Charge: +3
Orbital gap (alpha / beta), eV: 4.3 / 4.8
Energy relative to the best compared isomer or geometry (same formula, charge and spin), kJ/mol: 373.2

***

Record 3
DFT (wB97M-V/def2-TZVPD) results for C31H37CdN2O3PS4 as an isolated structure at a distorted geometry.

Geometry as XYZ:
```
79
Properties=species:S:1:pos:R:3
Cd -0.181 2.024 -0.190
N -2.084 0.256 -2.297
P -1.679 -0.009 -0.687
C -3.242 0.199 0.216
C -4.070 -0.883 0.580
C -5.211 -0.633 1.329
C -5.540 0.671 1.687
C -4.705 1.717 1.406
C -3.561 1.499 0.646
C -1.448 -1.807 -0.650
C -1.474 -2.539 -1.839
C -1.429 -3.925 -1.799
C -1.348 -4.568 -0.571
C -1.252 -3.838 0.622
C -1.280 -2.458 0.590
C -1.575 1.206 -3.128
C -2.138 1.342 -4.414
C -1.687 2.352 -5.207
C -0.656 3.187 -4.776
C -0.182 2.982 -3.515
N -0.572 1.969 -2.739
H -2.867 -0.236 -2.688
H -3.805 -1.885 0.268
H -5.825 -1.471 1.638
H -6.460 0.836 2.238
H -5.028 2.686 1.710
H -2.925 2.377 0.423
H -1.571 -2.009 -2.773
H -1.442 -4.507 -2.714
H -1.324 -5.656 -0.510
H -1.206 -4.379 1.554
H -1.222 -1.854 1.495
H -2.875 0.628 -4.777
H -2.095 2.488 -6.212
H -0.302 3.997 -5.375
H 0.619 3.547 -3.132
C 1.893 -3.384 -3.848
C 2.166 -2.003 -4.397
S 1.546 -0.564 -3.439
C 3.084 0.145 -2.833
C 3.947 -0.727 -1.898
S 3.247 -0.818 -0.206
C 3.057 -2.580 -0.057
C 2.058 -3.210 -1.032
S 2.860 -3.963 -2.472
H 2.058 -4.112 -4.649
H 0.861 -3.389 -3.530
H 1.636 -1.922 -5.360
H 3.242 -1.882 -4.598
H 2.729 1.027 -2.268
H 3.683 0.496 -3.668
H 4.902 -0.235 -1.780
H 4.108 -1.744 -2.254
H 2.636 -2.663 0.946
H 3.995 -3.125 -0.047
H 1.391 -2.427 -1.383
H 1.489 -3.990 -0.560
C 2.391 2.874 7.857
C 2.099 2.296 6.502
C 1.880 3.085 5.379
C 1.498 2.485 4.180
C 1.334 1.115 4.056
C 1.558 0.301 5.179
C 1.958 0.900 6.368
S 0.684 0.413 2.546
O -0.773 0.481 2.623
O 1.223 -0.935 2.451
O 1.196 1.311 1.480
H 3.313 3.474 7.872
H 2.489 2.049 8.565
H 1.542 3.488 8.196
H 2.006 4.159 5.401
H 1.285 3.095 3.323
H 1.424 -0.790 5.141
H 2.178 0.263 7.221
C -0.516 4.131 -0.327
H 0.348 4.610 -0.822
H -0.659 4.606 0.653
H -1.404 4.356 -0.918
```

Values from the calculation:
Highest occupied orbital energy, eV: -7.9
Total energy, eV: -99065.0752
Charge: 0
Orbital gap, eV: 8.2
Energy relative to the best compared isomer or geometry (same formula, charge and spin), kJ/mol: 0.0

***

Record 4
DFT (wB97M-V/def2-TZVPD) results for C16H24CaO13 as an isolated structure at a distorted geometry.

Geometry as XYZ:
```
54
Properties=species:S:1:pos:R:3
Ca -27.945 -5.355 -10.236
C -23.826 -5.441 -11.068
C -25.232 -5.075 -10.648
O -26.079 -4.890 -11.576
O -25.704 -5.285 -9.518
H -23.756 -6.305 -11.729
H -23.172 -5.640 -10.219
H -23.471 -4.521 -11.531
C -31.564 -4.958 -7.816
C -30.274 -5.188 -8.577
O -29.141 -5.116 -8.096
O -30.225 -5.424 -9.771
H -31.424 -5.678 -7.009
H -32.421 -5.111 -8.472
H -31.642 -3.992 -7.317
C -33.082 -4.125 -14.052
C -32.007 -5.189 -13.892
C -31.089 -5.319 -15.054
O -29.795 -5.484 -14.474
C -29.850 -5.091 -13.140
O -28.979 -5.138 -12.325
O -31.171 -4.898 -12.747
H -33.790 -4.182 -13.226
H -33.818 -4.007 -14.848
H -32.570 -3.163 -14.069
H -32.422 -6.162 -13.631
H -31.219 -4.433 -15.676
H -31.368 -6.245 -15.558
C -23.868 -9.736 -11.418
C -25.170 -9.326 -12.100
C -26.302 -10.385 -12.131
O -27.361 -9.696 -11.686
C -27.149 -8.503 -11.268
O -27.994 -7.618 -11.091
O -25.777 -8.317 -11.337
H -24.056 -10.441 -10.608
H -23.443 -8.804 -11.045
H -23.191 -9.993 -12.232
H -25.021 -8.810 -13.048
H -26.060 -11.116 -11.359
H -26.379 -10.958 -13.055
C -25.726 0.988 -11.212
C -26.179 0.049 -10.136
C -27.482 0.404 -9.436
O -28.289 -0.766 -9.594
C -27.486 -1.707 -10.067
O -27.782 -2.893 -10.037
O -26.399 -1.204 -10.657
H -26.491 1.705 -11.509
H -25.262 0.497 -12.068
H -24.887 1.616 -10.914
H -25.478 0.129 -9.305
H -27.965 1.228 -9.960
H -27.280 0.750 -8.422
```

Values from the calculation:
Highest occupied orbital energy, eV: -7.4
Total energy, eV: -62040.7606
Charge: 0
Orbital gap, eV: 8.1
Energy relative to the best compared isomer or geometry (same formula, charge and spin), kJ/mol: 287.6

***

Record 5
DFT (wB97M-V/def2-TZVPD) results for a single C6H7N molecule at a distorted geometry.

Geometry as XYZ:
```
14
Properties=species:S:1:pos:R:3
C 1.403 0.186 -0.696
C 1.234 0.546 0.792
C 0.603 -0.681 0.299
C -0.919 -0.680 0.313
C -1.727 0.467 0.764
N -2.700 0.693 -0.120
C -1.760 0.022 -0.883
H 0.749 0.719 -1.369
H 2.343 -0.183 -1.125
H 2.063 0.355 1.520
H 0.506 1.436 1.000
H 1.021 -1.665 0.635
H -1.468 -1.587 0.741
H -1.348 0.372 -1.871
```

Values from the calculation:
SMILES: C1CC1[C@H]1C2=N[C@@H]21
Highest occupied orbital energy (alpha / beta), eV: -8.2 / -8.2
Total energy, eV: -7819.4860
Charge: 0
Orbital gap (alpha / beta), eV: 8.7 / 8.7
Energy relative to the best compared isomer or geometry (same formula, charge and spin), kJ/mol: 594.5

***

Record 6
DFT (wB97M-V/def2-TZVPD) results for C21H27DyOSi as an isolated structure at a distorted geometry.

Geometry as XYZ:
```
51
Properties=species:S:1:pos:R:3
C 0.744 -1.312 1.984
C -0.562 -1.659 1.563
C -0.454 -2.358 0.337
H -1.417 -1.648 2.245
C 0.920 -2.367 -0.039
C 1.661 -1.722 0.992
H 2.752 -1.718 1.111
H 0.978 -1.000 3.011
H -1.216 -3.046 -0.078
H 1.348 -3.040 -0.804
C -0.662 2.528 0.762
C -0.424 1.730 1.911
C 0.978 1.517 2.017
H -1.098 1.514 2.727
C 1.614 2.127 0.903
C 0.596 2.771 0.139
H 0.797 3.575 -0.586
H -1.569 3.120 0.567
H 1.473 1.133 2.905
H 2.677 2.276 0.809
Dy 0.249 0.137 -0.143
O 0.049 -0.054 -2.868
C -1.081 -0.710 -3.515
C 0.215 -0.825 -4.280
H -1.422 -1.629 -2.997
H -1.846 -0.043 -3.951
H 0.768 -1.777 -4.166
H 1.144 -1.803 -6.646
C 0.897 -0.744 -6.708
C 0.416 -0.059 -5.549
C 0.024 1.285 -5.700
H -0.425 1.827 -4.832
C 0.165 1.948 -6.922
H -0.127 3.000 -7.013
C 0.655 1.271 -8.057
H 0.746 1.794 -9.023
C 1.005 -0.081 -7.945
H 1.346 -0.624 -8.818
C -0.579 -2.281 4.977
Si -1.043 -0.401 5.440
C -1.789 -0.449 7.179
C -0.362 1.492 5.384
H -1.250 -2.599 4.151
H -0.835 -2.866 5.890
H 0.481 -2.465 4.701
H -0.906 -0.459 7.838
H -2.393 0.434 7.439
H -2.388 -1.344 7.411
H 0.009 1.732 6.407
H 0.417 1.775 4.641
H -1.277 2.098 5.200
```

Values from the calculation:
Spin multiplicity: 6
Highest occupied orbital energy (alpha / beta), eV: -6.1 / -6.0
Total energy, eV: -56218.8319
Charge: 0
Orbital gap (alpha / beta), eV: 6.4 / 6.4